DFT (the ωB97M-V functional and the def2-TZVPD basis) results for a molecular structure, C45H54BrN2O4ReS.

Structure (XYZ):
```
108
Properties=species:S:1:pos:R:3:forces:R:3
Re -1.4761 0.1320 -0.9770 0.078 -0.695 -0.278
C 1.9772 4.2950 4.0737 -0.002 0.030 0.025
C 2.6073 3.0617 3.4051 -0.047 -0.065 -0.067
C 4.0193 3.4078 2.9007 0.031 0.012 0.032
C 2.7097 1.9357 4.4323 0.002 -0.025 0.021
C 1.7504 2.6627 2.2136 0.115 0.440 -0.124
C 1.1350 1.4447 2.1204 -0.114 -0.076 -0.138
C 0.3519 1.1872 0.9807 0.088 0.015 0.046
N -0.3517 0.0654 0.6602 -0.357 -0.661 0.032
C -0.3330 -1.1907 1.2912 -0.251 0.461 -0.551
C 0.5295 -1.6510 2.2626 0.077 -0.552 0.460
C 0.3416 -2.9425 2.7584 -0.093 0.177 -0.142
C -0.7316 -3.7291 2.2650 0.288 0.133 0.211
C -1.5929 -3.3392 1.2584 0.101 0.292 -0.069
C -1.3353 -2.0524 0.7527 0.085 -0.246 0.085
O -1.9932 -1.5579 -0.2974 -0.038 0.454 -0.214
C -2.7041 -4.2277 0.7070 0.052 0.059 0.074
C -4.0520 -3.5048 0.8558 -0.086 -0.036 -0.029
C -2.4254 -4.5437 -0.7700 -0.017 -0.030 -0.075
C -2.7845 -5.5468 1.4774 -0.030 -0.049 -0.008
C 1.3095 -3.4751 3.8081 -0.051 0.072 -0.018
C 2.7140 -3.5079 3.1819 0.046 -0.011 0.070
C 1.3052 -2.5284 5.0213 0.070 -0.030 0.004
C 0.9440 -4.8808 4.2839 0.042 -0.025 0.020
C 0.1591 2.2053 -0.0130 -0.035 0.101 -0.193
O -0.6872 1.8719 -0.9775 -0.074 0.507 0.113
C 0.7932 3.4655 0.0468 -0.136 -0.177 0.013
C 1.5787 3.6301 1.1572 0.128 -0.152 0.336
C 0.5926 4.5412 -1.0197 0.070 -0.060 0.050
C 1.4179 5.7881 -0.6968 0.012 0.043 -0.013
C 1.0502 4.0040 -2.3832 0.038 0.005 -0.077
C -0.8874 4.9441 -1.0740 -0.088 0.010 -0.013
H 2.5926 4.6002 4.9202 0.012 -0.008 -0.007
H 0.9757 4.0793 4.4494 -0.003 -0.024 -0.010
H 1.9139 5.1472 3.3962 0.004 0.007 0.002
H 4.6531 3.6380 3.7573 0.003 0.010 -0.009
H 4.0289 4.2824 2.2501 -0.015 0.006 -0.013
H 4.4718 2.5733 2.3627 -0.015 -0.023 0.013
H 3.3296 2.2664 5.2643 0.009 -0.009 0.000
H 3.1784 1.0408 4.0138 0.015 0.019 -0.002
H 1.7356 1.6657 4.8475 -0.010 0.018 -0.002
H 1.2144 0.7330 2.9220 -0.018 0.062 -0.018
H 1.3529 -1.0558 2.6158 0.015 -0.087 0.008
H -0.8620 -4.7095 2.6943 0.002 -0.011 -0.017
H -4.1014 -2.5879 0.2671 0.023 -0.002 0.008
H -4.2584 -3.2651 1.9003 0.021 -0.003 0.005
H -4.8488 -4.1619 0.5060 -0.007 0.006 0.001
H -2.4682 -3.6545 -1.4006 0.007 -0.013 0.020
H -3.1774 -5.2442 -1.1342 -0.013 0.006 -0.005
H -1.4493 -5.0154 -0.8961 0.008 -0.001 0.025
H -2.9890 -5.3929 2.5385 -0.002 0.016 -0.006
H -1.8784 -6.1468 1.3778 0.023 0.033 -0.018
H -3.6040 -6.1384 1.0712 -0.011 -0.003 0.008
H 3.0634 -2.5101 2.9096 0.001 0.003 -0.010
H 2.7425 -4.1392 2.2926 -0.025 -0.009 -0.003
H 3.4205 -3.9162 3.9048 0.010 0.006 -0.001
H 1.5929 -1.5086 4.7544 -0.001 -0.021 -0.001
H 2.0266 -2.8857 5.7562 -0.005 0.002 0.011
H 0.3264 -2.4975 5.5014 -0.025 0.000 -0.022
H 0.9865 -5.6154 3.4777 0.007 0.007 -0.014
H -0.0446 -4.9192 4.7444 -0.011 0.022 0.005
H 1.6631 -5.1933 5.0403 -0.005 -0.009 0.000
H 2.0952 4.5705 1.2777 0.014 -0.001 0.008
H 2.4882 5.5774 -0.6529 -0.005 -0.021 -0.013
H 1.1132 6.2555 0.2413 -0.014 -0.018 0.006
H 1.2666 6.5242 -1.4856 -0.006 0.002 0.003
H 2.0945 3.6851 -2.3513 -0.004 -0.001 0.019
H 0.9703 4.7976 -3.1272 -0.006 -0.002 0.006
H 0.4376 3.1699 -2.7259 -0.018 -0.008 0.021
H -1.2196 5.3408 -0.1131 0.003 -0.003 0.005
H -1.5359 4.1123 -1.3542 0.030 0.013 0.008
H -1.0205 5.7292 -1.8188 0.009 0.008 0.004
O -7.1167 2.5390 -0.5384 0.118 -0.029 0.061
C -5.8978 2.0501 -0.4618 -0.262 0.088 -0.060
C -5.1139 2.0567 0.7011 0.035 -0.014 0.004
C -3.8574 1.5137 0.6612 0.045 -0.092 -0.034
N -3.3498 0.9634 -0.4646 0.017 0.183 0.181
C -4.1273 0.9815 -1.5605 -0.005 0.008 0.077
Br -3.1895 0.1791 -3.0201 -0.031 0.045 -0.035
C -5.3798 1.4927 -1.6482 0.059 -0.039 0.067
H -7.4358 2.9076 0.2992 -0.030 0.007 -0.025
H -5.4880 2.4793 1.6240 -0.004 0.004 -0.001
H -3.2211 1.4935 1.5354 0.008 0.004 -0.005
H -5.9650 1.4787 -2.5564 -0.004 0.004 -0.006
O 0.0664 -0.5501 -2.1081 0.153 0.339 0.014
S 0.4207 0.2435 -3.4498 -0.016 -0.195 0.225
C 2.1631 0.0352 -3.5729 -0.063 -0.087 0.086
C 2.8186 0.9566 -4.3794 0.075 -0.011 0.018
C 4.1831 0.8007 -4.5710 0.015 0.018 0.002
C 4.8571 -0.2412 -3.9475 -0.001 0.034 -0.028
C 4.1796 -1.1390 -3.1311 -0.070 -0.048 0.054
C 2.8123 -1.0146 -2.9370 0.137 0.014 -0.113
C -0.2684 -0.7628 -4.7117 -0.008 -0.082 0.003
C -0.2036 -2.1532 -4.6458 -0.032 0.027 -0.132
C -0.7350 -2.8785 -5.6972 0.024 0.002 0.038
C -1.2957 -2.2203 -6.7906 -0.002 -0.009 -0.002
C -1.3463 -0.8352 -6.8401 -0.021 0.045 0.014
C -0.8376 -0.0868 -5.7861 -0.042 -0.095 -0.022
H 2.2874 1.7741 -4.8524 -0.025 -0.005 0.011
H 4.7199 1.4974 -5.1997 0.001 0.001 -0.005
H 5.9222 -0.3535 -4.0978 0.004 -0.003 0.000
H 4.7168 -1.9450 -2.6503 0.005 0.002 -0.002
H 2.2718 -1.7106 -2.3113 -0.011 0.000 0.022
H 0.2535 -2.6514 -3.8012 0.004 0.005 0.015
H -0.7000 -3.9591 -5.6756 -0.004 -0.003 -0.011
H -1.6953 -2.7982 -7.6131 0.005 -0.006 -0.002
H -1.7816 -0.3345 -7.6939 0.000 -0.008 -0.008
H -0.8757 0.9959 -5.8079 0.023 0.010 0.003
```
Positions in Å, forces in eV/Å.

Values from the calculation:
Net charge   +3
Total energy   -5207.225490 Ha
Gap between HOMO and LUMO (spin up / spin down)   5.69 / 6.08 eV
Multiplicity   2
Highest occupied orbital energy (spin up / spin down)   -16.09 / -16.18 eV